The following is a DFT calculation (ωB97M-V/def2-TZVPD) of 2 unconnected molecules or ions with the total composition H4N2O3Si at a distorted geometry.

CARTESIAN COORDINATES (ANGSTROEM)
N  2.327  1.053  -0.148
N  -1.693  0.252  -0.627
O  -1.788  -0.517  -1.565
O  -2.240  1.348  -0.459
O  -0.098  -1.893  0.228
Si  -0.602  -0.472  0.608
H  2.259  1.919  0.359
H  3.121  0.610  0.324
H  -0.470  -2.138  -0.704
H  -0.815  -0.161  1.983

As for the charge: 0. The spin multiplicity is 1. As for the energy: -626.930770 hartree. The calculation puts the relative energy (zero: lowest compared OMol25 entry of this formula, charge and spin) at 117.9 kcal per mole. For the orbital gap (spin up / spin down), the calculation gives 10.040 / 6.457 eV. As for the highest occupied orbital energy (spin up / spin down): -10.97 / -7.61 eV.

Mulliken atomic charge list, values in e, 2 entries:
1 N -0.487
2 N 0.949

The following is a DFT calculation (ωB97M-V/def2-TZVPD) of a molecular structure, H4N2Si at a distorted geometry.

CARTESIAN COORDINATES (ANGSTROEM)
N  0.731  -0.725  0.010
N  0.677  0.737  -0.161
Si  -0.853  -0.025  0.052
H  1.166  -1.148  -0.801
H  1.431  1.305  0.760
H  -1.628  0.134  -1.166
H  -1.524  -0.278  1.306

As for the charge: 0. The spin multiplicity is 1. As for the energy: -401.291410 hartree. The calculation puts the relative energy (zero: lowest compared OMol25 entry of this formula, charge and spin) at 55.9 kcal per mole. For the orbital gap, the calculation gives 9.387 eV. As for the highest occupied orbital energy: -8.69 eV.

Mulliken atomic charge list, values in e, 2 entries:
1 N -0.365
2 N -0.446

The following is a DFT calculation (ωB97M-V/def2-TZVPD) of H4N4 in the gas phase at a distorted geometry.

CARTESIAN COORDINATES (ANGSTROEM)
N  -0.852  0.432  1.274
N  -1.098  0.184  -1.001
N  0.902  -0.016  0.239
N  -0.430  0.115  0.088
H  -1.925  0.537  1.325
H  -0.587  -0.037  -1.848
H  1.077  0.357  1.194
H  1.346  0.487  -0.479

As for the charge: 0. The spin multiplicity is 1. As for the energy: -221.290476 hartree. The calculation puts the relative energy (zero: lowest compared OMol25 entry of this formula, charge and spin) at 76.7 kcal per mole. For the orbital gap, the calculation gives 9.805 eV. As for the highest occupied orbital energy: -9.02 eV.

Mulliken atomic charge list, values in e, 2 entries:
1 N -0.790
2 N -0.771

The following is a DFT calculation (ωB97M-V/def2-TZVPD) of 2 unconnected molecules or ions with the total composition H4N4O at a distorted geometry.

CARTESIAN COORDINATES (ANGSTROEM)
N  0.462  0.810  -1.775
N  -0.507  0.435  1.201
N  0.698  -0.752  -0.393
N  -0.394  -0.636  0.301
O  1.331  0.855  -2.594
H  -0.587  0.013  2.185
H  -1.358  0.870  1.034
H  1.572  -0.332  -0.131
H  -1.217  -1.264  0.172

As for the charge: 0. The spin multiplicity is 1. As for the energy: -296.450873 hartree. The calculation puts the relative energy (zero: lowest compared OMol25 entry of this formula, charge and spin) at 47.1 kcal per mole. For the orbital gap (spin up / spin down), the calculation gives 8.222 / 7.876 eV. As for the highest occupied orbital energy (spin up / spin down): -7.33 / -7.76 eV.

Mulliken atomic charge list, values in e, 2 entries:
1 N 0.174
2 N -0.567

The following is a DFT calculation (ωB97M-V/def2-TZVPD) of H4NO2PS in the gas phase at a distorted geometry.

CARTESIAN COORDINATES (ANGSTROEM)
O  -1.241  -1.668  -0.292
P  -0.489  -0.552  0.610
O  -1.417  0.648  0.162
N  0.754  -0.006  -0.334
S  2.339  -0.157  0.240
H  -0.905  -2.548  -0.085
H  -2.317  0.547  0.502
H  0.481  -0.158  -1.355
H  2.376  1.146  0.835

As for the charge: 0. The spin multiplicity is 1. As for the energy: -947.199926 hartree. The calculation puts the relative energy (zero: lowest compared OMol25 entry of this formula, charge and spin) at 42.9 kcal per mole. For the orbital gap, the calculation gives 9.888 eV. As for the highest occupied orbital energy: -9.11 eV. As for the SMILES: OP(O)NS.

Mulliken atomic charge list, values in e, 2 entries:
1 O -0.462
2 P 0.231

The following is a DFT calculation (ωB97M-V/def2-TZVPD) of 2 unconnected molecules or ions with the total composition H4NO2PS at a distorted geometry.

CARTESIAN COORDINATES (ANGSTROEM)
N  1.221  -0.650  -0.407
O  -2.780  0.708  -0.258
O  -0.791  0.475  -1.735
P  -1.486  1.313  -0.338
S  -0.418  -0.668  -0.643
H  1.873  -0.815  -1.133
H  1.613  0.030  0.263
H  0.726  -0.208  2.073
H  0.042  -0.184  2.177

As for the charge: 0. As for the expectation value of S²: 2.0075. The spin multiplicity is 3. As for the energy: -946.981830 hartree. The calculation puts the relative energy (zero: lowest compared OMol25 entry of this formula, charge and spin) at 87.9 kcal per mole. For the orbital gap (spin up / spin down), the calculation gives 6.001 / 6.261 eV. As for the highest occupied orbital energy (spin up / spin down): -5.72 / -9.88 eV.

Mulliken atomic charge list, values in e, 2 entries:
1 N -0.425
2 O -0.400

The following is a DFT calculation (ωB97M-V/def2-TZVPD) of a molecular structure, H4NOP2 at a distorted geometry.

CARTESIAN COORDINATES (ANGSTROEM)
N  0.096  1.251  0.069
O  -2.605  -0.219  -0.141
P  1.646  0.694  0.061
P  -1.117  -0.050  0.138
H  1.395  -0.629  0.482
H  1.650  0.404  -1.311
H  -0.680  -0.526  1.372
H  -0.385  -0.925  -0.671

As for the charge: -1. The spin multiplicity is 1. As for the energy: -815.109737 hartree. The calculation puts the relative energy (zero: lowest compared OMol25 entry of this formula, charge and spin) at 22.7 kcal per mole. For the orbital gap, the calculation gives 7.742 eV. As for the highest occupied orbital energy: -3.15 eV.

Mulliken atomic charge list, values in e, 2 entries:
1 N -0.576
2 O -0.656

The following is a DFT calculation (ωB97M-V/def2-TZVPD) of H4NP3 in the gas phase at a distorted geometry.

CARTESIAN COORDINATES (ANGSTROEM)
P  0.296  -2.152  0.919
N  -0.154  -0.723  0.360
P  0.624  0.537  -0.799
P  -0.608  2.245  -0.423
H  -1.008  -2.610  1.170
H  0.535  -3.007  -0.174
H  0.311  2.825  0.467
H  0.004  2.886  -1.522

As for the charge: 0. The spin multiplicity is 1. As for the energy: -1081.099468 hartree. The calculation puts the relative energy (zero: lowest compared OMol25 entry of this formula, charge and spin) at 33.2 kcal per mole. For the orbital gap (spin up / spin down), the calculation gives 7.346 / 7.272 eV. As for the highest occupied orbital energy (spin up / spin down): -8.62 / -8.41 eV. As for the SMILES: PN=P#[PH2].

Mulliken atomic charge list, values in e, 2 entries:
1 P -0.031
2 N -0.244